#one
DFT (ωB97M-V with the def2-TZVPD basis set) results for one molecule with the formula C5H2.

Spin multiplicity ... 1
Gap between HOMO and LUMO ... 7.934 eV
Net charge ... 0

```
7
Properties=species:S:1:pos:R:3:mulliken_charge:R:1
C -0.28580 0.85925 0.10497 -0.514
C 0.87037 0.12692 0.02033 -0.096
C -2.54266 -0.45640 -0.02664 -0.422
C -1.43595 0.16225 0.14912 0.254
C 1.61064 -0.83989 -0.09852 0.064
H 2.23217 -1.74668 -0.27229 0.354
H -0.44877 1.89455 0.12302 0.359
```

---

#two
DFT (ωB97M-V with the def2-TZVPD basis set) results for a 2-piece molecular cluster, C5H2 overall.

Spin multiplicity ... 1
Gap between HOMO and LUMO ... 7.347 eV
Net charge ... 0

```
7
Properties=species:S:1:pos:R:3:mulliken_charge:R:1
C 0.23207 -0.13413 0.50517 -0.847
C -0.27635 -0.17079 -0.74775 -0.007
C 0.45020 1.47100 2.48364 -0.422
C 0.19630 0.61757 1.57781 0.314
C -0.78738 -0.15052 -1.84600 0.361
H 1.41745 -1.51400 0.82385 0.183
H -1.23230 -0.11914 -2.79671 0.418
```

---

It turns out #one is the most stable, with the second structure 0.0950 hartree higher.

---

#one
DFT (ωB97M-V with the def2-TZVPD basis set) results for a 2-piece molecular cluster, CH3IS2 overall.

Spin multiplicity ... 1
Gap between HOMO and LUMO ... 8.698 eV
Net charge ... 0

```
7
Properties=species:S:1:pos:R:3:mulliken_charge:R:1
I -2.74281 1.98905 -0.27628 0.043
S 0.23575 -1.95761 -0.14332 -0.222
S -1.24401 -0.92885 -1.08414 0.056
C -1.22742 0.42014 0.05116 -0.723
H 1.26040 -1.78924 -1.09345 0.183
H -0.94055 0.16930 1.11098 0.430
H 0.29830 0.87828 -0.23376 0.233
```

---

#two
DFT (ωB97M-V with the def2-TZVPD basis set) results for one molecule with the formula CH3IS2.

Spin multiplicity ... 1
Gap between HOMO and LUMO ... 9.229 eV
Net charge ... 0
SMILES string ... SSCI

```
7
Properties=species:S:1:pos:R:3:mulliken_charge:R:1
I 1.53586 -2.52979 0.02711 0.036
S 1.13513 0.76554 -0.32816 0.030
S -0.55284 2.05962 0.08696 -0.241
C 0.27167 -0.70539 0.29318 -0.716
H -0.16499 -0.48341 1.30865 0.414
H -0.83715 -0.89673 -0.35593 0.297
H -1.38769 1.79016 -1.03182 0.180
```

---

It turns out #two is the most stable, with the second structure 0.0557 hartree higher.

---

#one
DFT (ωB97M-V with the def2-TZVPD basis set) results for one molecule with the formula CH2N2O2S.

Spin multiplicity ... 1
Gap between HOMO and LUMO ... 9.776 eV
Net charge ... 0

```
8
Properties=species:S:1:pos:R:3:mulliken_charge:R:1
S -0.07573 0.79842 0.76994 0.500
O 0.25923 0.19214 -0.80486 -0.216
O -0.92613 -0.34455 1.47324 -0.530
N 2.55674 0.03003 1.71125 -0.278
N -0.73310 -0.28126 -1.53572 -0.345
C 1.51658 0.31600 1.33337 0.355
H -1.16674 -1.12784 -1.16859 0.270
H -1.43085 0.41707 -1.77864 0.244
```

---

#two
DFT (ωB97M-V with the def2-TZVPD basis set) results for one molecule with the formula CH2N2O2S.

Spin multiplicity ... 1
Gap between HOMO and LUMO (alpha / beta) ... 8.023 / 8.491 eV
Net charge ... 0

```
8
Properties=species:S:1:pos:R:3:mulliken_charge:R:1
S -1.13682 1.71742 -2.09162 0.417
O -1.01187 0.35725 -1.24657 -0.286
O -0.07557 2.03192 -3.00132 -0.396
N -0.01801 1.49440 0.71897 0.135
N -0.14631 2.60141 0.39072 -0.340
C -0.32175 0.23971 0.06467 -0.063
H 0.49235 -0.47891 0.19897 0.291
H -1.13306 -0.10327 0.58715 0.242
```

---

It turns out #two is the most stable, with the second structure 0.0321 hartree higher.

---

#one
DFT (ωB97M-V with the def2-TZVPD basis set) results for CH2N2O2S as an isolated structure.

Spin multiplicity ... 1
Gap between HOMO and LUMO ... 8.951 eV
Net charge ... 0

```
8
Properties=species:S:1:pos:R:3:mulliken_charge:R:1
S 1.07659 -2.00961 0.07997 -0.232
O 2.13675 1.07572 -0.05434 -0.455
O 0.08302 1.81941 0.15781 -0.587
N -1.20770 -0.45141 0.00183 -0.275
N 0.96036 0.94884 0.14431 0.661
C 0.06559 -0.78180 0.17730 0.347
H -1.87775 -1.11439 -0.35277 0.256
H -1.23687 0.51324 -0.15411 0.286
```

---

#two
DFT (ωB97M-V with the def2-TZVPD basis set) results for a 2-piece molecular cluster, CH2N2O2S overall.

Spin multiplicity ... 1
Gap between HOMO and LUMO (alpha / beta) ... 5.661 / 5.668 eV
Net charge ... 0

```
8
Properties=species:S:1:pos:R:3:mulliken_charge:R:1
S -4.19051 0.85791 0.41099 -0.005
O 1.85741 -0.75095 -1.39240 -0.352
O 1.88958 -0.95132 0.07641 -0.115
N -1.05166 0.83715 0.71450 -0.282
N 0.83026 -0.62315 0.78261 -0.186
C -0.06158 0.18102 0.55336 0.341
H 2.67573 -0.25808 -1.60027 0.338
H -1.94923 0.70742 0.45481 0.261
```

---

#three
DFT (ωB97M-V with the def2-TZVPD basis set) results for one molecule with the formula CH2N2O2S.

Spin multiplicity ... 1
Gap between HOMO and LUMO ... 10.281 eV
Net charge ... 0

```
8
Properties=species:S:1:pos:R:3:mulliken_charge:R:1
S -1.60354 0.01770 -0.39532 0.620
O -2.36053 -0.15525 0.78863 -0.438
O -0.39599 1.36938 -0.24756 -0.310
N -0.32129 -1.11256 -0.18197 -0.347
N 0.80795 0.89735 0.20965 -0.209
C 0.77731 -0.63679 0.15066 0.059
H 1.58045 -1.36745 0.35259 0.343
H 1.51564 0.98762 -0.67667 0.282
```

---

#four
DFT (ωB97M-V with the def2-TZVPD basis set) results for one molecule with the formula CH2N2O2S.

Spin multiplicity ... 1
Gap between HOMO and LUMO (alpha / beta) ... 5.509 / 5.514 eV
Net charge ... 0

```
8
Properties=species:S:1:pos:R:3:mulliken_charge:R:1
S -3.26018 -0.75799 0.00962 -0.121
O -0.22778 1.61885 0.15632 -0.525
O -1.98197 0.33402 -0.01922 -0.282
N -0.58177 0.44872 -0.03445 0.805
N 1.57518 -0.37702 -0.04667 -0.162
C 0.30214 -0.60396 0.05096 -0.249
H 2.16087 -1.18050 0.13808 0.288
H 2.01352 0.51788 -0.25464 0.245
```

---

It turns out #three is the most stable, with the second structure 0.0102 hartree higher.

---

#one
DFT (ωB97M-V with the def2-TZVPD basis set) results for C6H10N3O as an isolated structure.

Spin multiplicity ... 1
Gap between HOMO and LUMO (alpha / beta) ... 8.842 / 5.173 eV
Net charge ... +1

```
20
Properties=species:S:1:pos:R:3:mulliken_charge:R:1
O -3.29611 -0.01160 0.22635 -0.486
N -1.65884 -1.67560 0.31533 -0.130
N -1.11891 0.62843 -0.22054 -0.260
N -2.45422 2.66591 -0.40237 -0.644
C -0.31177 -2.08039 0.36636 -0.332
C 4.04038 -0.46302 0.62672 -0.336
C -2.18717 -0.38095 0.07105 0.273
C 0.09156 0.25277 -0.11564 0.433
C 4.40363 -0.43402 -0.57758 -0.530
C 0.54419 -1.07394 0.22840 -0.316
H -3.37309 2.23466 -0.75573 0.357
H -1.65592 1.79817 -0.23912 0.376
H 1.58992 -1.17003 0.41092 0.195
H 3.60767 -0.53705 -1.37373 0.181
H -2.50319 3.00160 0.57914 0.362
H 3.72051 -0.50218 1.60455 0.500
H -2.45283 -2.20828 0.65828 0.260
H -0.20613 -3.10356 0.56707 0.495
H -2.21030 3.36894 -1.10044 0.334
H 5.43063 -0.30986 -0.86900 0.267
```

---

#two
DFT (ωB97M-V with the def2-TZVPD basis set) results for an isolated ion of composition C6H10N3O and charge +1.

Spin multiplicity ... 1
Gap between HOMO and LUMO ... 8.172 eV
Net charge ... +1

```
20
Properties=species:S:1:pos:R:3:mulliken_charge:R:1
O 0.08101 0.29288 -2.21947 -0.480
N -0.01069 0.64982 0.85987 0.113
N 1.38116 -0.74762 2.19374 -0.342
N 0.13881 -1.62802 0.39137 -0.738
C -0.45635 -1.73193 -0.73996 1.063
C 0.71463 1.96482 1.10195 -0.966
C -1.03905 0.62804 -0.13152 -0.820
C 0.53436 -0.45186 1.24989 0.581
C -1.03370 -2.49742 -1.74386 -0.776
C -0.84254 -0.24584 -1.34765 -0.346
H 1.73164 1.73816 0.91890 0.433
H 0.37473 2.63181 0.29340 0.341
H -1.81236 -0.37157 -1.78281 0.662
H -0.63456 -2.53744 -2.75727 0.296
H 1.91369 -0.12169 2.77008 0.258
H 0.59489 2.34470 2.12473 0.304
H -0.12029 -0.16556 -3.05096 0.411
H 1.78755 -1.73915 2.17540 0.317
H -1.29690 1.74375 -0.53975 0.352
H -2.00604 0.24413 0.23392 0.337
```

---

#three
DFT (ωB97M-V with the def2-TZVPD basis set) results for a 2-piece molecular cluster, C6H10N3O overall.

Spin multiplicity ... 1
Gap between HOMO and LUMO (alpha / beta) ... 6.731 / 8.873 eV
Net charge ... +1

```
20
Properties=species:S:1:pos:R:3:mulliken_charge:R:1
O -0.12641 2.43966 -2.42483 -0.461
N -0.58915 1.10288 -0.47138 0.127
N 0.84362 -0.55820 0.05692 0.037
N -1.02930 -2.11071 1.92842 -0.593
C -1.88778 1.58823 -0.29276 -1.075
C 0.24629 1.70583 -1.53017 0.496
C 1.62564 1.23571 -1.33636 -0.439
C -0.32592 0.00327 0.09336 0.342
C 1.11632 -1.83541 0.75411 -0.732
C 1.85182 0.15701 -0.55557 -0.225
H -1.12619 -1.19658 2.33131 0.274
H 2.51136 1.79577 -1.85101 0.344
H 2.78871 -0.44278 -0.57450 0.395
H 1.17185 -2.63869 0.04735 0.428
H -2.21576 2.11381 -1.21005 0.374
H -0.16872 -2.22670 1.59952 0.209
H -1.83595 -2.59795 1.50378 0.246
H -2.72485 0.97738 -0.11797 0.429
H 1.79723 -1.86413 1.51731 0.484
H -1.92281 2.35161 0.53253 0.338
```

---

It turns out #two is the most stable, with the second structure 0.0192 hartree higher.

---

#one
DFT (ωB97M-V with the def2-TZVPD basis set) results for a 2-piece molecular cluster, CH5N3S2 overall.

Spin multiplicity ... 1
Gap between HOMO and LUMO ... 8.412 eV
Net charge ... 0
SMILES string ... [H]/N=N/[H].NSC=S

```
11
Properties=species:S:1:pos:R:3:mulliken_charge:R:1
S 0.48232 -2.57250 -0.47232 -0.217
S 2.70488 -0.64910 0.00443 0.048
N 2.73624 0.95753 0.59493 -0.500
N -2.10045 0.05596 1.17412 -0.244
N -2.22437 0.50353 -0.01500 -0.241
C 0.96334 -1.03533 -0.13293 0.150
H 0.02954 -0.47712 -0.18050 -0.069
H 3.11877 1.62729 0.01563 0.251
H -1.41954 0.25577 -0.66158 0.310
H 3.25090 0.71337 1.38890 0.277
H -2.79509 0.43139 1.71068 0.236
```

---

#two
DFT (ωB97M-V with the def2-TZVPD basis set) results for a 2-piece molecular cluster, CH5N3S2 overall.

Spin multiplicity ... 1
Gap between HOMO and LUMO (alpha / beta) ... 7.210 / 7.595 eV
Net charge ... 0

```
11
Properties=species:S:1:pos:R:3:mulliken_charge:R:1
S 1.18843 1.96860 0.08838 0.196
S 0.49513 3.42423 -1.49955 -0.250
N 1.28145 0.51193 -0.33071 -0.425
N -0.72089 -1.31583 0.32277 0.237
N -1.92224 -0.95048 0.23382 -0.732
C -0.11543 -2.35635 0.64452 -0.325
H 0.72014 4.31234 -0.54838 0.155
H -2.00102 -0.10367 -0.26420 0.254
H 0.51615 0.01991 0.06122 0.374
H -0.40871 -3.31801 0.36357 0.311
H 0.96700 -2.19268 0.92857 0.205
```

---

It turns out #one is the most stable, with the second structure 0.0607 hartree higher.